(1)
A 2-piece molecular cluster, C14H10BCl3NO2 overall at a distorted geometry. Source: the Open Molecules 2025 dataset; level of theory: ωB97M-V/def2-TZVPD.

Atoms and positions in Å:
1 Cl -1.07 -0.15 4.13
2 B -1.74 -0.43 2.43
3 Cl -2.95 -1.88 2.49
4 Cl -2.42 1.07 1.61
5 O -0.55 -0.92 1.44
6 C -0.77 -1.72 0.43
7 C 0.37 -2.57 -0.06
8 C 0.37 -3.27 -1.30
9 C 1.49 -4.04 -1.65
10 C 2.59 -4.15 -0.79
11 C 2.60 -3.41 0.38
12 C 1.52 -2.58 0.72
13 H -1.80 -2.07 0.33
14 H -0.53 -3.26 -1.90
15 H 1.44 -4.61 -2.58
16 H 3.42 -4.78 -1.08
17 H 3.42 -3.53 1.08
18 H 1.53 -2.07 1.67
19 O -1.18 -0.80 -1.22
20 C -0.73 -0.02 -2.14
21 C -1.50 0.26 -3.34
22 C -1.04 1.09 -4.34
23 C 0.23 1.69 -4.22
24 C 0.74 2.56 -5.23
25 N 1.19 3.27 -6.04
26 C 1.02 1.48 -3.06
27 C 0.54 0.66 -2.06
28 H -2.47 -0.23 -3.42
29 H -1.66 1.30 -5.22
30 H 2.00 1.95 -2.95
31 H 1.11 0.46 -1.16

Properties
DFT total energy: -2150.3754 Ha
Net charge: -1

(2)
The molecule C25H27N3O4 at a distorted geometry. Source: the Open Molecules 2025 dataset; level of theory: ωB97M-V/def2-TZVPD.

Atoms and positions in Å:
1 C -2.81 -2.37 8.16
2 C -3.29 -3.04 6.99
3 H -2.92 -4.08 6.93
4 H -4.36 -3.08 6.83
5 O -2.86 -2.07 5.76
6 C -1.48 -2.41 5.26
7 O -0.57 -3.17 5.80
8 N -1.42 -1.64 4.15
9 C -2.39 -0.76 3.54
10 H -3.21 -1.36 3.45
11 C -1.90 -0.35 2.19
12 H -2.65 0.47 1.75
13 C -0.44 0.77 2.65
14 N 0.11 0.85 1.30
15 C 0.55 0.15 0.41
16 O 0.70 -1.22 0.49
17 C 1.33 0.73 -0.74
18 C 0.80 0.25 -2.06
19 C 1.03 0.84 -3.16
20 N 2.10 1.75 -3.24
21 C 2.53 2.33 -2.07
22 C 3.61 3.12 -2.19
23 C 4.10 3.57 -0.93
24 C 3.89 2.95 0.26
25 C 2.56 2.19 0.35
26 C 2.15 1.66 -0.70
27 H 2.72 1.77 1.40
28 H 4.14 3.33 1.23
29 H 5.01 4.42 -0.97
30 H 3.89 3.65 -2.96
31 C 0.55 0.45 -4.56
32 C 0.71 1.49 -5.63
33 C 0.28 0.99 -6.85
34 C -0.18 -0.11 -7.07
35 C -0.29 -1.07 -6.04
36 C -0.02 -0.94 -4.80
37 H -0.08 -1.39 -3.96
38 H -0.61 -2.30 -6.24
39 O -0.77 -0.68 -8.31
40 C -0.68 0.08 -9.55
41 H -1.10 1.04 -9.14
42 H 0.50 0.27 -9.80
43 H -1.04 -0.32 -10.31
44 H 0.52 1.84 -7.67
45 H 1.14 2.38 -5.55
46 H -0.05 -0.48 -1.90
47 H 0.28 1.93 1.18
48 C 0.56 -0.18 3.66
49 H 0.33 0.27 4.48
50 C 0.03 -1.72 3.50
51 H 0.00 -2.17 2.68
52 H 0.59 -2.19 4.36
53 H 1.32 -0.20 3.25
54 H -0.65 1.49 3.14
55 H -1.46 -1.09 1.72
56 H -2.50 -0.26 4.32
57 H -3.22 -2.76 8.97
58 H -1.73 -2.26 8.09
59 H -3.34 -1.38 8.13

Properties
DFT total energy: -1433.3334 Ha
Relative energy (zero: lowest compared OMol25 entry of this formula, charge and spin): 2171.2 kJ/mol
SMILES string: CCOC(=O)N1CCC(NC(=O)c2cc(-c3ccc(OC)cc3)nc3ccccc23)CC1

(3)
C48H59GeN2ORh as an isolated structure at a distorted geometry. Source: the Open Molecules 2025 dataset; level of theory: ωB97M-V/def2-TZVPD.

Atoms and positions in Å:
1 Rh 0.27 0.43 -0.45
2 C -2.87 -0.25 3.86
3 C -1.50 -0.92 3.69
4 C -1.37 -2.11 4.65
5 C -0.35 0.06 3.85
6 C -0.21 0.72 5.07
7 C 0.78 1.67 5.27
8 C 1.64 1.99 4.24
9 C 1.55 1.37 3.00
10 C 2.53 1.74 1.89
11 C 2.32 3.19 1.45
12 C 3.98 1.51 2.31
13 C 0.56 0.40 2.83
14 N 0.48 -0.27 1.56
15 C 0.56 -1.52 1.55
16 C 0.23 -2.29 0.32
17 N -0.19 -1.71 -0.71
18 C -0.63 -2.50 -1.81
19 C -1.40 -3.65 -1.59
20 C -1.56 -4.53 -2.67
21 C -1.02 -4.26 -3.91
22 C -0.39 -3.04 -4.13
23 C -0.21 -2.13 -3.10
24 C 0.37 -0.76 -3.45
25 C -0.67 0.02 -4.25
26 C 1.69 -0.84 -4.22
27 C -2.21 -3.99 -0.33
28 C -2.72 -2.80 0.47
29 C -1.56 -5.04 0.58
30 H -3.66 -0.99 3.76
31 H -3.03 0.52 3.11
32 H -2.96 0.21 4.85
33 H -1.49 -1.32 2.68
34 H -1.49 -1.78 5.69
35 H -0.39 -2.59 4.57
36 H -2.14 -2.85 4.45
37 H -0.89 0.48 5.88
38 H 0.88 2.15 6.23
39 H 2.42 2.74 4.40
40 H 2.34 1.10 1.03
41 H 2.54 3.89 2.26
42 H 1.30 3.37 1.12
43 H 2.98 3.44 0.61
44 H 4.29 2.24 3.07
45 H 4.65 1.62 1.45
46 H 4.12 0.51 2.73
47 H 0.83 -2.06 2.45
48 H 0.33 -3.38 0.34
49 H -2.14 -5.43 -2.52
50 H -1.14 -4.96 -4.72
51 H -0.04 -2.80 -5.13
52 H 0.59 -0.23 -2.52
53 H -0.89 -0.50 -5.19
54 H -0.30 1.02 -4.50
55 H -1.61 0.13 -3.70
56 H 1.52 -1.14 -5.26
57 H 2.38 -1.56 -3.77
58 H 2.17 0.14 -4.24
59 H -3.11 -4.45 -0.75
60 H -1.96 -2.34 1.10
61 H -3.52 -3.14 1.14
62 H -3.14 -2.02 -0.17
63 H -0.98 -4.57 1.38
64 H -0.90 -5.71 0.02
65 H -2.32 -5.66 1.06
66 C 4.77 0.55 -2.30
67 C 4.86 -0.48 -1.18
68 C 3.40 -0.77 -0.88
69 O 2.67 0.42 -1.25
70 C 3.56 1.37 -1.88
71 H 4.58 0.06 -3.26
72 H 5.66 1.17 -2.39
73 H 5.35 -0.05 -0.31
74 H 5.40 -1.39 -1.47
75 H 3.21 -0.98 0.18
76 H 3.01 -1.60 -1.48
77 H 3.83 2.14 -1.15
78 H 3.03 1.84 -2.70
79 C -4.63 1.21 -3.92
80 C -4.57 0.44 -2.77
81 C -3.61 0.72 -1.80
82 C -2.71 1.78 -1.97
83 C -2.79 2.55 -3.13
84 C -3.74 2.27 -4.10
85 Ge -1.41 2.14 -0.58
86 C -2.34 2.70 1.03
87 C -1.63 2.96 2.20
88 C -2.25 3.52 3.31
89 C -3.61 3.80 3.27
90 C -4.34 3.53 2.12
91 C -3.71 2.99 1.00
92 C -0.26 3.60 -1.15
93 C 0.58 3.42 -2.25
94 C 1.43 4.44 -2.67
95 C 1.44 5.65 -1.98
96 C 0.60 5.84 -0.89
97 C -0.24 4.82 -0.47
98 H -5.36 0.99 -4.69
99 H -5.26 -0.38 -2.63
100 H -3.57 0.11 -0.90
101 H -2.10 3.38 -3.28
102 H -3.80 2.88 -4.99
103 H -0.57 2.73 2.26
104 H -1.68 3.72 4.21
105 H -4.10 4.23 4.13
106 H -5.40 3.75 2.08
107 H -4.29 2.80 0.10
108 H 0.56 2.48 -2.80
109 H 2.07 4.30 -3.53
110 H 2.11 6.44 -2.30
111 H 0.61 6.79 -0.37
112 H -0.89 4.98 0.38

Properties
Spin multiplicity: 2
<S²>: 0.86
DFT total energy: -4236.4323 Ha
Net charge: +1

(4)
A 2-piece molecular cluster, C5H18N3 overall. Source: the Open Molecules 2025 dataset; level of theory: ωB97M-V/def2-TZVPD.

Atoms and positions in Å:
1 C 0.42 -2.59 -0.10
2 N 0.84 -3.47 -1.19
3 C 1.47 -1.50 0.06
4 N 1.13 -0.61 1.21
5 H 0.37 -3.17 0.83
6 H -0.57 -2.12 -0.25
7 H 0.23 -4.27 -1.23
8 H 0.69 -2.98 -2.07
9 H 1.52 -0.88 -0.84
10 H 2.44 -1.96 0.23
11 H 1.87 0.08 1.33
12 H 0.12 -0.04 1.06
13 H 1.10 -1.15 2.06
14 C 0.45 2.41 0.10
15 C -1.02 2.05 0.24
16 C -1.72 2.05 -1.12
17 N -1.19 0.71 0.90
18 H 0.55 3.41 -0.31
19 H 0.96 2.42 1.07
20 H 0.97 1.71 -0.56
21 H -1.49 2.80 0.87
22 H -2.79 1.88 -1.00
23 H -1.58 3.01 -1.62
24 H -1.30 1.27 -1.76
25 H -1.67 0.82 1.78
26 H -1.82 0.13 0.33

Properties
DFT total energy: -365.3454 Ha
Relative energy (zero: lowest compared OMol25 entry of this formula, charge and spin): 20.3 kJ/mol
Net charge: +1

(5)
C35H61BN8O2PS5W as an isolated structure at a distorted geometry. Source: the Open Molecules 2025 dataset; level of theory: ωB97M-V/def2-TZVPD.

Atoms and positions in Å:
1 W -0.44 -1.42 1.79
2 C -2.00 3.79 2.31
3 C -1.62 3.16 1.01
4 C -1.57 3.83 -0.17
5 C -1.21 3.17 -1.37
6 N -0.90 1.90 -1.37
7 N -0.94 1.24 -0.21
8 B -0.62 -0.30 -0.25
9 N 0.75 -0.45 -0.99
10 N 1.49 0.64 -1.24
11 C 2.62 0.47 -1.88
12 C 2.98 -0.80 -2.40
13 C 2.26 -1.91 -2.08
14 C 2.62 -3.29 -2.52
15 C 1.15 -1.69 -1.23
16 S 0.28 -2.93 -0.40
17 C 3.54 1.67 -2.01
18 C 4.89 1.29 -1.39
19 C 3.72 2.02 -3.49
20 C 2.98 2.87 -1.25
21 N -1.76 -0.97 -1.13
22 N -1.67 -0.70 -2.44
23 C -2.56 -1.22 -3.25
24 C -3.61 -2.02 -2.75
25 C -3.69 -2.32 -1.42
26 C -4.76 -3.20 -0.85
27 C -2.67 -1.78 -0.60
28 S -2.57 -2.25 1.07
29 C -2.41 -0.98 -4.74
30 C -1.28 0.00 -5.03
31 C -3.72 -0.40 -5.30
32 C -2.11 -2.33 -5.40
33 C -1.29 1.78 0.94
34 S -1.41 0.74 2.31
35 C -1.28 3.87 -2.72
36 C -0.98 5.37 -2.59
37 C -0.28 3.26 -3.71
38 C -2.71 3.67 -3.24
39 H -2.20 4.85 2.18
40 H -1.19 3.68 3.04
41 H -2.89 3.31 2.73
42 H -1.82 4.88 -0.19
43 H 3.86 -0.89 -3.02
44 H 3.44 -3.27 -3.23
45 H 1.76 -3.78 -2.99
46 H 2.90 -3.90 -1.66
47 H 5.36 0.45 -1.91
48 H 4.78 1.01 -0.34
49 H 5.58 2.13 -1.45
50 H 4.20 1.20 -4.05
51 H 4.36 2.89 -3.59
52 H 2.77 2.24 -3.97
53 H 2.90 2.66 -0.19
54 H 1.99 3.15 -1.62
55 H 3.65 3.72 -1.39
56 H -4.34 -2.43 -3.44
57 H -5.47 -3.48 -1.63
58 H -5.30 -2.69 -0.05
59 H -4.32 -4.10 -0.43
60 H -1.49 0.98 -4.59
61 H -1.18 0.13 -6.11
62 H -0.33 -0.35 -4.63
63 H -3.98 0.54 -4.81
64 H -4.56 -1.09 -5.18
65 H -3.61 -0.21 -6.36
66 H -1.18 -2.75 -5.02
67 H -2.00 -2.19 -6.48
68 H -2.91 -3.06 -5.24
69 H -0.03 5.55 -2.10
70 H -1.76 5.91 -2.06
71 H -0.93 5.80 -3.59
72 H 0.74 3.60 -3.50
73 H -0.53 3.59 -4.72
74 H -0.28 2.17 -3.68
75 H -3.45 4.08 -2.55
76 H -2.93 2.61 -3.39
77 H -2.83 4.18 -4.20
78 C 5.07 1.02 5.60
79 C 4.59 0.87 4.19
80 O 3.13 0.89 4.16
81 P 2.24 -0.40 3.97
82 S 3.00 -2.04 4.64
83 S 1.71 -0.36 1.95
84 O 0.87 0.04 4.68
85 C 0.92 0.42 6.09
86 C -0.47 0.27 6.65
87 H 6.16 1.12 5.61
88 H 4.81 0.15 6.20
89 H 4.65 1.91 6.07
90 H 4.93 -0.06 3.73
91 H 4.89 1.71 3.56
92 H 1.27 1.45 6.14
93 H 1.63 -0.23 6.60
94 H -1.19 0.84 6.07
95 H -0.50 0.64 7.68
96 H -0.77 -0.78 6.69
97 N -1.54 -1.52 3.77
98 C -2.07 -2.73 4.49
99 C -1.08 -3.87 4.59
100 C -0.97 -4.69 3.30
101 C 0.40 -4.62 2.68
102 N 0.82 -3.20 2.42
103 H -0.88 -1.04 4.40
104 H -2.33 -0.89 3.70
105 H -2.97 -3.04 3.96
106 H -2.38 -2.39 5.48
107 H -1.39 -4.51 5.42
108 H -0.11 -3.47 4.89
109 H -1.71 -4.34 2.57
110 H -1.21 -5.74 3.49
111 H 0.45 -5.16 1.74
112 H 1.14 -5.05 3.36
113 H 1.49 -3.24 1.65
114 H 1.39 -2.90 3.22

Properties
Spin multiplicity: 2
<S²>: 0.76
DFT total energy: -4382.8156 Ha
Relative energy (zero: lowest compared OMol25 entry of this formula, charge and spin): 103.9 kJ/mol
Net charge: +2

(6)
The molecule C5H7NS at a distorted geometry. Source: the Open Molecules 2025 dataset; level of theory: ωB97M-V/def2-TZVPD.

Atoms and positions in Å:
1 C 1.28 -0.55 -0.36
2 C -0.13 -0.24 -0.19
3 C -0.77 1.04 -0.25
4 C -2.18 1.04 0.05
5 C -1.08 -1.22 -0.01
6 H 1.91 -0.22 1.39
7 H 2.19 1.20 0.48
8 H 1.80 -0.40 -1.33
9 H 1.42 -1.55 -0.51
10 H -0.24 1.78 -0.25
11 H -2.81 1.92 0.10
12 H -1.00 -2.27 0.05
13 N 2.25 0.03 0.60
14 S -2.65 -0.56 0.23

Properties
DFT total energy: -647.5635 Ha
Relative energy (zero: lowest compared OMol25 entry of this formula, charge and spin): 245.5 kJ/mol
SMILES string: NCc1ccsc1

(7)
A 2-piece molecular cluster, C4H12 overall at a distorted geometry. Source: the Open Molecules 2025 dataset; level of theory: ωB97M-V/def2-TZVPD.

Atoms and positions in Å:
1 C 2.05 -0.07 -1.55
2 C 2.21 -1.24 -0.57
3 H 2.93 0.55 -1.45
4 H 1.64 -0.19 -2.55
5 H 1.15 0.50 -1.19
6 H 2.90 -1.05 0.30
7 H 1.20 -1.59 -0.31
8 H 2.84 -2.12 -0.80
9 C -1.75 0.31 0.49
10 C -2.59 1.09 1.52
11 H -1.91 -0.82 0.63
12 H -1.90 0.63 -0.52
13 H -0.62 0.47 0.57
14 H -2.30 0.66 2.56
15 H -2.28 2.14 1.63
16 H -3.59 0.71 1.23

Properties
DFT total energy: -159.5371 Ha
Relative energy (zero: lowest compared OMol25 entry of this formula, charge and spin): 125.6 kJ/mol
SMILES string: CC.CC

(8)
The molecule C3H5F at a distorted geometry. Source: the Open Molecules 2025 dataset; level of theory: ωB97M-V/def2-TZVPD.

Atoms and positions in Å:
1 C -0.73 -0.04 0.44
2 C 0.36 -0.75 -0.16
3 C 0.43 0.78 -0.11
4 H -0.62 -0.13 1.55
5 H 0.94 -1.38 0.47
6 H 0.26 -1.00 -1.33
7 H 1.09 1.43 0.43
8 H 0.08 1.03 -1.08
9 F -1.82 0.05 -0.20

Properties
DFT total energy: -217.0907 Ha
Relative energy (zero: lowest compared OMol25 entry of this formula, charge and spin): 124.6 kJ/mol
SMILES string: FC1CC1